(1)
This record from OMol25 describes a cluster of 19 separate species, C76H209N19O19 in total at a distorted geometry. The level of theory is ωB97M-V with the def2-TZVPD basis set.

LUMO energy: 0.344 eV
HOMO energy: -8.34 eV
Spin multiplicity: 1
Energy relative to the best compared isomer or geometry (same formula, charge and spin): 0.0652 eV

Each line ends with the Mulliken charge.
Atoms and positions in Å:
C (-2.15, -6.88, 2.30)  -1.3082
C (-0.86, -7.28, 1.62)  1.2688
C (0.20, -6.15, 1.80)  -0.7825
O (-0.23, -4.96, 1.20)  0.5265
C (0.77, -3.97, 1.31)  -0.1438
N (-0.26, -8.50, 2.21)  -0.7614
H (-2.96, -7.57, 1.98)  0.4353
H (-2.52, -5.88, 2.00)  0.0434
H (-2.15, -6.83, 3.38)  0.3676
H (-0.95, -7.48, 0.56)  -0.2629
H (1.07, -6.54, 1.34)  0.3078
H (0.35, -6.01, 2.88)  -0.1163
H (1.02, -3.76, 2.40)  -0.4244
H (0.50, -3.03, 0.84)  -0.0432
H (1.72, -4.30, 0.88)  0.3294
H (-1.05, -9.05, 2.58)  0.2940
H (0.36, -8.31, 2.99)  0.2731
C (6.93, 1.99, 0.48)  -0.8265
C (7.89, 3.15, 0.20)  0.3190
C (9.36, 2.84, 0.67)  -0.9754
O (9.32, 2.61, 2.07)  -0.2380
C (10.59, 2.63, 2.61)  -0.8006
N (7.78, 3.43, -1.20)  -0.5912
H (7.05, 1.60, 1.50)  0.6195
H (7.17, 1.13, -0.13)  0.3095
H (5.91, 2.30, 0.33)  -0.3829
H (7.63, 4.05, 0.75)  0.4612
H (9.94, 3.70, 0.38)  0.4767
H (9.76, 2.00, 0.11)  0.2803
H (11.14, 1.71, 2.43)  0.2908
H (10.56, 2.85, 3.69)  0.2214
H (11.17, 3.39, 2.11)  0.3525
H (8.31, 4.23, -1.50)  0.2528
H (8.14, 2.61, -1.72)  0.2473
C (1.94, 0.57, -0.29)  -1.0213
C (0.71, 0.63, -1.18)  2.1692
C (-0.16, -0.54, -0.75)  -1.0142
O (-1.29, -0.47, -1.63)  1.1156
C (-2.38, -1.24, -1.15)  -1.9701
N (0.00, 1.88, -0.91)  2.0960
H (1.64, 0.56, 0.74)  0.3154
H (2.68, 1.35, -0.54)  -1.0549
H (2.45, -0.37, -0.49)  0.5997
H (0.98, 0.52, -2.21)  -0.7290
H (-0.42, -0.38, 0.31)  0.2390
H (0.32, -1.51, -0.85)  0.1711
H (-2.10, -2.17, -0.62)  0.5207
H (-3.05, -1.53, -1.95)  0.2348
H (-3.01, -0.60, -0.48)  0.2975
H (-0.87, 1.99, -1.40)  -0.7983
H (-0.28, 1.78, 0.09)  -1.2208
C (3.46, -1.01, 2.62)  -0.2251
C (4.16, -1.64, 3.78)  0.3848
C (3.31, -2.65, 4.50)  0.1403
O (4.09, -3.24, 5.51)  -0.5211
C (3.47, -4.34, 6.09)  -0.4237
N (5.39, -2.34, 3.44)  -0.5876
H (4.11, -0.37, 2.06)  0.4072
H (2.63, -0.40, 2.96)  -0.3308
H (3.19, -1.80, 1.89)  0.0384
H (4.34, -0.87, 4.55)  0.1864
H (2.97, -3.46, 3.81)  -0.0337
H (2.43, -2.20, 4.96)  -0.0679
H (2.57, -4.03, 6.63)  -0.0532
H (4.14, -4.81, 6.78)  0.3860
H (3.02, -5.02, 5.33)  0.2430
H (5.71, -2.77, 4.31)  0.2878
H (6.12, -1.72, 3.13)  0.2024
C (1.04, 0.52, -6.26)  -1.8962
C (0.08, 0.80, -5.17)  1.5395
C (0.36, 2.12, -4.46)  3.0496
O (0.00, 3.21, -5.28)  -0.6023
C (0.58, 4.35, -4.71)  -0.5219
N (-1.30, 0.74, -5.73)  -0.5166
H (0.95, -0.53, -6.53)  0.4102
H (2.05, 0.61, -5.89)  0.1440
H (0.93, 1.24, -7.06)  0.3605
H (0.07, -0.05, -4.45)  -0.8267
H (1.44, 2.18, -4.23)  -1.8314
H (-0.16, 2.19, -3.47)  -0.1009
H (1.63, 4.42, -4.89)  0.3094
H (0.40, 4.43, -3.63)  -0.0340
H (0.19, 5.28, -5.10)  0.3796
H (-1.33, 1.43, -6.45)  0.4306
H (-2.05, 0.96, -5.06)  -0.1044
C (5.94, -2.14, -0.36)  -0.5559
C (7.22, -2.87, -0.76)  0.1685
C (8.35, -2.38, 0.11)  -0.3831
O (9.62, -3.00, -0.15)  -0.4981
C (10.22, -2.58, -1.37)  -0.5614
N (7.17, -4.35, -0.74)  -0.3779
H (6.01, -1.08, -0.50)  0.1351
H (5.78, -2.35, 0.69)  0.0805
H (5.08, -2.44, -0.89)  -0.1279
H (7.50, -2.57, -1.76)  0.2397
H (8.10, -2.63, 1.14)  0.2408
H (8.40, -1.29, 0.01)  0.2216
H (9.83, -3.17, -2.18)  0.2377
H (11.31, -2.75, -1.35)  0.2585
H (10.04, -1.50, -1.45)  0.2344
H (6.97, -4.60, 0.23)  0.2986
H (8.07, -4.72, -0.99)  0.3163
C (-2.33, 1.81, 2.45)  -1.1618
C (-1.30, 2.90, 2.71)  1.5839
C (-1.35, 3.30, 4.18)  0.0709
O (-0.74, 4.53, 4.46)  -0.3557
C (0.66, 4.65, 4.56)  -0.5323
N (0.02, 2.29, 2.34)  1.0269
H (-2.30, 1.56, 1.39)  -0.0121
H (-3.33, 2.09, 2.76)  0.5648
H (-1.97, 0.95, 3.05)  -0.3034
H (-1.51, 3.72, 2.03)  -0.3804
H (-0.89, 2.47, 4.74)  -0.8372
H (-2.37, 3.33, 4.56)  0.6277
H (1.14, 4.18, 3.70)  0.0871
H (1.09, 4.21, 5.49)  0.2135
H (0.77, 5.72, 4.60)  0.3806
H (0.68, 2.97, 1.96)  -0.8666
H (0.44, 1.71, 3.05)  -0.3251
C (-2.10, -2.18, 4.65)  -1.5576
C (-1.56, -3.59, 4.57)  1.6676
C (-0.22, -3.80, 5.13)  -0.2378
O (0.06, -3.13, 6.32)  0.0729
C (-0.22, -3.84, 7.49)  -1.0881
N (-2.51, -4.53, 5.07)  -0.5330
H (-2.98, -2.11, 4.02)  0.6273
H (-1.38, -1.50, 4.17)  -0.1612
H (-2.30, -1.93, 5.71)  0.3997
H (-1.43, -3.76, 3.48)  -0.5705
H (0.56, -3.56, 4.43)  -1.0028
H (-0.09, -4.90, 5.17)  0.6234
H (-1.27, -4.00, 7.67)  0.3134
H (0.13, -3.19, 8.32)  0.2634
H (0.26, -4.81, 7.46)  0.3719
H (-2.01, -5.21, 5.64)  0.3611
H (-3.20, -4.08, 5.65)  0.3160
C (-6.67, 5.06, 1.15)  -1.5444
C (-5.46, 5.85, 1.65)  0.5163
C (-5.39, 6.00, 3.18)  -0.3202
O (-6.51, 6.76, 3.68)  -0.3914
C (-6.38, 6.88, 5.07)  -0.6700
N (-4.29, 5.08, 1.35)  0.2749
H (-7.59, 5.47, 1.58)  0.4484
H (-6.56, 4.00, 1.40)  0.2086
H (-6.75, 5.13, 0.04)  0.3623
H (-5.44, 6.86, 1.23)  0.2476
H (-4.44, 6.50, 3.39)  0.0775
H (-5.47, 4.99, 3.62)  0.3213
H (-5.40, 7.28, 5.35)  0.2311
H (-6.44, 5.86, 5.53)  0.2769
H (-7.25, 7.48, 5.35)  0.2805
H (-4.39, 4.82, 0.34)  -0.2333
H (-3.43, 5.66, 1.43)  -0.2436
C (-1.06, 8.71, 3.93)  -1.4581
C (-1.93, 8.26, 2.75)  0.3103
C (-1.66, 9.15, 1.55)  -1.1341
O (-0.32, 9.23, 1.30)  -0.1966
C (0.00, 10.04, 0.17)  -0.9648
N (-1.53, 6.93, 2.32)  0.3565
H (-0.05, 8.73, 3.48)  0.2649
H (-1.13, 7.94, 4.69)  0.3518
H (-1.35, 9.65, 4.40)  0.3768
H (-2.98, 8.27, 3.01)  0.4473
H (-2.13, 10.11, 1.66)  0.6307
H (-2.18, 8.77, 0.70)  0.4152
H (1.06, 9.89, -0.02)  0.2661
H (-0.04, 11.11, 0.38)  0.2914
H (-0.60, 9.78, -0.68)  0.3991
H (-0.56, 7.01, 2.04)  -0.1928
H (-1.52, 6.20, 3.04)  -0.1003
C (1.41, 6.46, -0.01)  -1.1117
C (2.55, 5.53, -0.57)  -0.0661
C (3.16, 4.73, 0.53)  2.0735
O (3.76, 5.59, 1.49)  -0.4621
C (4.25, 4.90, 2.57)  0.0648
N (2.02, 4.73, -1.62)  -0.1088
H (1.08, 7.16, -0.76)  0.3150
H (1.76, 6.99, 0.89)  0.5269
H (0.49, 5.91, 0.22)  -0.1825
H (3.33, 6.20, -0.94)  0.3433
H (3.88, 3.98, 0.15)  -0.0945
H (2.37, 4.18, 1.12)  -1.2616
H (3.43, 4.29, 2.99)  -0.2204
H (4.67, 5.63, 3.27)  0.3188
H (5.07, 4.17, 2.29)  -0.0157
H (1.24, 4.14, -1.32)  -0.1490
H (2.75, 4.09, -1.96)  0.1062
C (3.84, -4.96, -1.43)  -0.5398
C (4.05, -6.37, -1.99)  0.3024
C (3.71, -6.56, -3.43)  -1.3031
O (3.55, -7.96, -3.64)  -0.3591
C (3.60, -8.33, -4.99)  -0.8441
N (5.46, -6.86, -1.86)  -0.5111
H (4.40, -4.20, -1.96)  0.0713
H (4.15, -5.03, -0.40)  0.3337
H (2.79, -4.69, -1.56)  0.2138
H (3.33, -6.96, -1.34)  0.2580
H (4.57, -6.18, -3.99)  0.7052
H (2.82, -6.03, -3.79)  0.2674
H (2.85, -7.83, -5.62)  0.2767
H (3.44, -9.44, -5.08)  0.2565
H (4.54, -8.10, -5.46)  0.3457
H (5.57, -7.71, -1.35)  0.2060
H (6.11, -6.19, -1.53)  0.3580
C (-8.30, 0.05, -1.24)  -1.3552
C (-6.97, 0.77, -1.49)  0.0566
C (-6.26, 1.00, -0.19)  -0.3826
O (-5.88, -0.31, 0.25)  -0.2220
C (-5.43, -0.32, 1.59)  -0.7695
N (-6.15, 0.10, -2.44)  0.4194
H (-8.89, 0.36, -0.37)  0.3679
H (-8.01, -0.98, -1.05)  0.1699
H (-8.92, 0.08, -2.14)  0.3540
H (-7.21, 1.79, -1.80)  0.4162
H (-7.02, 1.41, 0.49)  0.3911
H (-5.36, 1.59, -0.26)  -0.0275
H (-6.15, 0.13, 2.29)  0.4199
H (-4.50, 0.23, 1.68)  0.1526
H (-5.33, -1.36, 1.86)  0.2185
H (-6.08, -0.91, -2.23)  -0.2503
H (-6.52, 0.22, -3.37)  0.1636
C (-1.77, -6.40, -2.23)  -0.9779
C (-0.52, -6.20, -3.04)  0.2770
C (-0.25, -4.76, -3.29)  -0.1212
O (-1.31, -4.20, -4.00)  -0.5008
C (-1.14, -2.81, -4.25)  -0.1857
N (0.54, -6.87, -2.24)  -0.0345
H (-1.51, -6.02, -1.23)  -0.1622
H (-2.06, -7.44, -2.14)  0.5326
H (-2.65, -5.86, -2.56)  -0.0240
H (-0.63, -6.72, -4.01)  0.2648
H (0.68, -4.70, -3.86)  0.5650
H (-0.04, -4.28, -2.30)  -0.2068
H (-2.12, -2.38, -4.39)  0.3407
H (-0.47, -2.54, -5.08)  0.3974
H (-0.71, -2.31, -3.40)  -0.3106
H (0.37, -7.88, -2.14)  0.2766
H (1.46, -6.85, -2.69)  -0.1585
C (-5.02, -4.82, -0.12)  -1.5879
C (-4.91, -4.11, -1.46)  1.5790
C (-5.35, -4.98, -2.59)  -1.2528
O (-6.69, -5.40, -2.40)  -0.3922
C (-7.09, -6.23, -3.48)  -0.7226
N (-5.67, -2.88, -1.53)  0.0908
H (-4.68, -4.12, 0.64)  0.4348
H (-4.29, -5.62, -0.06)  0.3435
H (-6.05, -5.13, 0.10)  0.2790
H (-3.86, -3.86, -1.64)  -0.5270
H (-4.70, -5.86, -2.76)  0.7231
H (-5.28, -4.32, -3.48)  0.3630
H (-7.13, -5.58, -4.36)  0.2142
H (-8.13, -6.46, -3.35)  0.3204
H (-6.49, -7.16, -3.68)  0.2685
H (-5.48, -2.27, -0.75)  -0.2407
H (-6.67, -3.09, -1.51)  0.1483
C (-8.42, -2.81, -4.89)  -1.1046
C (-8.53, -1.76, -5.97)  0.6065
C (-7.19, -1.59, -6.72)  -0.9749
O (-6.22, -1.11, -5.80)  0.0111
C (-4.98, -0.95, -6.39)  -0.6711
N (-9.58, -2.07, -6.95)  -0.6446
H (-9.35, -2.91, -4.27)  0.3426
H (-7.62, -2.40, -4.26)  0.0585
H (-8.22, -3.77, -5.37)  0.4788
H (-8.75, -0.79, -5.45)  0.1813
H (-7.33, -0.96, -7.63)  0.2950
H (-6.99, -2.63, -7.04)  0.3105
H (-5.04, -0.13, -7.10)  0.3361
H (-4.66, -1.89, -6.79)  0.3803
H (-4.23, -0.62, -5.65)  -0.1168
H (-10.20, -2.74, -6.56)  0.2163
H (-10.05, -1.27, -7.34)  0.2387
C (-3.99, 3.49, -4.56)  -1.9685
C (-3.26, 2.88, -3.35)  1.7782
C (-3.70, 3.41, -1.98)  0.5419
O (-3.51, 4.79, -1.76)  -0.5824
C (-2.17, 5.08, -1.50)  -0.2154
N (-3.31, 1.40, -3.32)  1.4997
H (-4.14, 4.55, -4.39)  0.4524
H (-5.00, 3.04, -4.59)  0.3266
H (-3.44, 3.32, -5.53)  0.2068
H (-2.21, 3.15, -3.43)  -0.9334
H (-3.25, 2.77, -1.22)  -0.4157
H (-4.78, 3.24, -1.83)  0.6413
H (-2.11, 6.05, -0.97)  0.1668
H (-1.52, 5.25, -2.39)  0.3623
H (-1.72, 4.31, -0.85)  -0.1387
H (-2.67, 1.01, -2.65)  -0.9610
H (-4.26, 1.10, -3.09)  -0.4882
C (4.77, 3.15, -4.82)  -1.8787
C (4.26, 2.16, -3.75)  2.1823
C (4.53, 0.71, -4.16)  -1.3694
O (3.49, -0.11, -3.56)  0.3315
C (3.37, -1.44, -4.06)  -0.9852
N (4.61, 2.47, -2.36)  0.2660
H (4.47, 4.15, -4.47)  0.4155
H (4.41, 2.98, -5.82)  0.4361
H (5.87, 3.19, -4.92)  0.3631
H (3.16, 2.20, -3.82)  -1.2258
H (5.52, 0.33, -3.83)  0.2771
H (4.50, 0.69, -5.25)  0.5064
H (4.31, -1.99, -3.99)  0.3197
H (3.09, -1.46, -5.12)  0.3673
H (2.58, -1.93, -3.47)  0.1526
H (5.59, 2.45, -2.16)  0.0954
H (4.10, 1.87, -1.74)  -0.3334
C (-0.72, 0.68, 7.41)  -1.3533
C (0.54, 0.96, 6.65)  1.3158
C (1.76, 0.56, 7.49)  -1.2756
O (3.01, 0.66, 6.84)  -0.2317
C (3.38, 2.03, 6.46)  -0.5114
N (0.46, 0.21, 5.37)  0.9038
H (-0.59, -0.40, 7.67)  0.1287
H (-1.66, 0.91, 6.90)  0.2391
H (-0.76, 1.27, 8.33)  0.4955
H (0.64, 2.04, 6.42)  -0.3284
H (1.65, -0.49, 7.78)  0.2354
H (1.67, 1.19, 8.37)  0.4899
H (2.81, 2.53, 5.67)  0.0212
H (4.41, 1.97, 6.12)  0.2876
H (3.32, 2.68, 7.35)  0.3776
H (1.33, 0.30, 4.87)  -0.3051
H (0.31, -0.80, 5.53)  -0.5467

---

(2)
This record from OMol25 describes a structure of composition C20H16AuBrN2O4 at a distorted geometry. The level of theory is ωB97M-V with the def2-TZVPD basis set.

LUMO energy: -2.404 eV
HOMO energy: -7.69 eV
Spin multiplicity: 1
Energy relative to the best compared isomer or geometry (same formula, charge and spin): 1.1494 eV

Each line ends with the Mulliken charge.
Atoms and positions in Å:
Au (-0.44, 0.00, -0.58)  1.2111
C (-3.09, 1.68, -4.85)  -1.3234
C (-3.13, 0.55, -3.86)  0.6568
C (-4.10, -0.43, -3.88)  -0.4004
C (-4.05, -1.45, -2.94)  -0.4910
C (-3.04, -1.45, -2.00)  0.2488
Br (-3.04, -2.94, -0.84)  -0.0727
N (-2.10, -0.50, -1.93)  -0.5208
C (-2.17, 0.48, -2.87)  -0.4850
H (-3.91, 1.61, -5.56)  0.3786
H (-2.15, 1.67, -5.40)  0.3401
H (-3.16, 2.64, -4.34)  0.3346
H (-4.89, -0.42, -4.62)  0.3977
H (-4.78, -2.24, -2.93)  0.3646
H (-1.39, 1.23, -2.83)  0.8968
O (5.37, 3.42, 1.17)  -0.6941
C (4.73, 2.76, 1.99)  0.4747
O (4.90, 2.50, 3.19)  -0.7180
C (3.40, 2.17, 1.42)  0.3877
C (2.51, 1.51, 2.25)  -0.6074
C (1.37, 0.94, 1.74)  -0.3820
N (1.09, 0.97, 0.43)  -0.4382
C (1.89, 1.71, -0.39)  0.5917
C (3.05, 2.29, 0.08)  -0.4101
C (1.42, 1.95, -1.80)  0.0589
O (2.04, 2.65, -2.56)  -0.6335
O (0.28, 1.37, -2.07)  -0.8071
H (2.74, 1.47, 3.31)  0.5246
H (0.65, 0.49, 2.39)  0.6229
H (3.67, 2.86, -0.60)  0.5962
C (-0.67, -1.80, 0.75)  -1.8361
C (0.04, -1.96, 2.00)  0.7104
C (1.34, -2.46, 2.02)  -0.2296
C (2.01, -2.62, 3.22)  -0.7049
C (1.38, -2.29, 4.41)  -0.4137
C (0.08, -1.80, 4.41)  -0.5491
C (-0.59, -1.64, 3.21)  -0.2321
H (-1.73, -1.67, 0.80)  0.4653
H (-0.29, -2.38, -0.09)  0.7139
H (1.83, -2.70, 1.08)  0.3824
H (3.03, -2.98, 3.22)  0.4069
H (1.91, -2.40, 5.35)  0.4026
H (-0.41, -1.55, 5.34)  0.4087
H (-1.60, -1.25, 3.19)  0.3730

---

(3)
This record from OMol25 describes a cluster of 2 separate species, H2N2O3 in total at a distorted geometry. The level of theory is ωB97M-V with the def2-TZVPD basis set.

LUMO energy (spin up / spin down): 0.191 / -0.840 eV
HOMO energy (spin up / spin down): -9.71 / -9.44 eV
Spin multiplicity: 1
Energy relative to the best compared isomer or geometry (same formula, charge and spin): 1.8504 eV

Each line ends with the Mulliken charge.
Atoms and positions in Å:
N (-1.07, -0.62, 0.30)  -0.3330
N (1.61, 0.01, 0.04)  0.8094
O (2.35, -0.88, -0.20)  -0.4228
O (1.59, 1.18, 0.04)  -0.3956
O (-1.44, 0.52, -0.27)  -0.2621
H (-1.54, -1.34, -0.34)  0.2416
H (-1.50, 1.13, 0.44)  0.3626

---

(4)
This record from OMol25 describes a structure of composition C10H30MnNO8 at a distorted geometry. The level of theory is ωB97M-V with the def2-TZVPD basis set.

LUMO energy (spin up / spin down): -0.337 / -0.648 eV
HOMO energy (spin up / spin down): -6.79 / -9.14 eV
Spin multiplicity: 7

Each line ends with the Löwdin spin population.
Atoms and positions in Å:
Mn (0.25, 2.86, 2.03)  5.4483
N (-0.65, 0.65, -0.46)  0.0061
O (-0.43, -0.49, -0.63)  0.0059
O (-0.27, 1.18, 0.60)  0.1090
O (-1.13, 1.39, -1.31)  0.0076
C (2.83, 2.06, -1.29)  0.0029
C (2.74, 1.65, 0.19)  0.0125
O (2.19, 2.63, 1.07)  0.1466
H (1.84, 2.08, -1.73)  0.0002
H (3.47, 1.36, -1.82)  0.0006
H (3.36, 3.01, -1.40)  0.0004
H (3.74, 1.40, 0.52)  0.0019
H (2.26, 0.68, 0.28)  0.0007
H (2.83, 3.15, 1.56)  0.0225
C (0.32, -4.70, 0.44)  0.0000
C (0.80, -3.20, 0.61)  0.0001
O (1.99, -3.29, 1.35)  0.0002
H (0.36, -5.38, 1.29)  0.0000
H (0.89, -5.22, -0.34)  0.0000
H (-0.71, -4.77, 0.08)  0.0000
H (0.15, -2.59, 1.23)  0.0002
H (0.82, -2.73, -0.37)  0.0001
H (2.20, -2.37, 1.54)  0.0001
C (0.89, -0.74, 4.03)  0.0046
C (0.02, 0.43, 3.97)  0.0239
O (0.75, 1.55, 3.54)  0.1749
H (0.41, -1.60, 4.48)  0.0011
H (1.77, -0.54, 4.64)  0.0013
H (1.33, -1.05, 3.08)  0.0004
H (-0.50, 0.53, 4.92)  0.0019
H (-0.71, 0.23, 3.18)  0.0052
H (1.52, 1.50, 4.11)  0.0125
C (-1.60, -3.16, -2.83)  0.0001
C (-0.08, -3.18, -2.99)  0.0001
O (0.46, -1.93, -2.70)  0.0004
H (-1.93, -2.74, -1.89)  0.0001
H (-2.17, -4.09, -2.91)  0.0000
H (-2.07, -2.64, -3.66)  0.0000
H (0.20, -3.49, -4.00)  0.0000
H (0.47, -3.78, -2.27)  0.0000
H (0.06, -1.58, -1.89)  0.0003
C (-3.57, 4.93, -1.25)  0.0014
C (-3.31, 3.58, -1.75)  0.0008
O (-2.07, 3.54, -2.47)  0.0020
H (-2.63, 5.27, -0.80)  0.0025
H (-4.30, 4.85, -0.45)  0.0000
H (-3.93, 5.70, -1.93)  0.0000
H (-4.09, 3.27, -2.45)  0.0000
H (-3.31, 2.93, -0.88)  0.0006
H (-1.46, 2.83, -2.25)  0.0000